Entry 1:
ORCA calculation (the ωB97M-V functional and the def2-TZVPD basis) on one molecule with the formula C18H25FN2O4S.

Properties
- Relative energy (zero: lowest compared OMol25 entry of this formula, charge and spin): 2.57 kJ/mol
- HOMO level: -0.333 hartree
- SMILES: O=C([C@H]1CC[C@H](CNS(=O)(=O)c2ccc(F)cc2)CC1)N1CCOCC1
- Lowest unoccupied orbital energy: 0.5 eV
- Energy: -43794.9229 eV

```
! RIJCOSX wB97M-V def2-TZVPD def2/J DEFGRID3
* xyz 0 1
O 3.007 2.183 1.476
C 2.553 1.259 0.827
N 3.340 0.221 0.444
C 3.020 -0.877 -0.440
H 1.981 -0.849 -0.756
C 3.931 -0.808 -1.676
O 5.290 -0.816 -1.319
C 5.597 0.267 -0.468
H 6.657 0.175 -0.229
C 4.747 0.226 0.803
H 4.935 1.101 1.425
H 4.971 -0.687 1.364
H 5.422 1.218 -0.994
H 3.776 -1.680 -2.314
H 3.699 0.107 -2.247
H 3.210 -1.819 0.088
C 1.086 1.215 0.422
C 0.245 2.004 1.425
C -1.227 1.954 1.036
C -1.465 2.488 -0.376
C -0.552 1.791 -1.388
C 0.911 1.847 -0.963
H 1.248 2.885 -0.916
H 1.526 1.330 -1.704
H -0.671 2.260 -2.367
H -0.858 0.747 -1.477
C -2.944 2.332 -0.777
N -3.258 0.986 -1.228
S -3.842 -0.152 -0.154
O -4.802 -0.931 -0.880
O -4.222 0.455 1.087
C -2.404 -1.191 0.119
C -1.989 -1.478 1.406
C -0.852 -2.245 1.604
C -0.167 -2.707 0.492
C -0.590 -2.447 -0.802
C -1.728 -1.680 -0.983
H -2.101 -1.457 -1.970
H -0.033 -2.842 -1.637
F 0.955 -3.429 0.672
H -0.493 -2.480 2.593
H -2.556 -1.087 2.236
H -3.807 0.944 -2.069
H -3.576 2.578 0.083
H -3.175 3.023 -1.590
H -1.236 3.559 -0.379
H -1.814 2.541 1.745
H -1.583 0.926 1.091
H 0.601 3.035 1.450
H 0.380 1.587 2.425
H 0.724 0.183 0.408
*
```

Here are the natural (NBO) charges for atoms 1 to 2, given in e: atom 1 (O): -0.640, atom 2 (C): 0.706

---

Entry 2:
ORCA calculation (the ωB97M-V functional and the def2-TZVPD basis) on one molecule with the formula C18H25N3O2.

Properties
- Relative energy (zero: lowest compared OMol25 entry of this formula, charge and spin): 97.98 kJ/mol
- HOMO level: -0.302 hartree
- SMILES: NC(=O)C1(N2CCCCC2)CCN(C(=O)c2ccccc2)CC1
- Lowest unoccupied orbital energy: 0.7 eV
- Energy: -27638.2831 eV

```
! RIJCOSX wB97M-V def2-TZVPD def2/J DEFGRID3
* xyz 0 1
N -2.116 -2.104 1.331
C -1.667 -0.831 1.231
O -1.754 -0.067 2.170
C -1.062 -0.400 -0.123
N -2.062 0.244 -0.983
C -3.320 -0.452 -1.183
H -3.149 -1.529 -1.211
C -4.412 -0.124 -0.154
C -4.637 1.383 -0.084
C -3.304 2.072 0.187
C -2.306 1.672 -0.904
H -1.369 2.208 -0.780
H -2.720 1.959 -1.879
H -3.427 3.156 0.190
H -2.921 1.766 1.162
H -5.359 1.620 0.700
H -5.043 1.737 -1.036
H -5.334 -0.637 -0.439
H -4.118 -0.482 0.833
H -3.683 -0.154 -2.175
C -0.452 -1.564 -0.934
H -1.195 -2.312 -1.207
C 0.707 -2.238 -0.200
N 1.729 -1.270 0.123
C 2.917 -1.308 -0.527
O 3.187 -2.172 -1.343
C 3.913 -0.253 -0.156
C 4.481 -0.227 1.113
C 5.458 0.705 1.415
C 5.870 1.617 0.457
C 5.312 1.587 -0.810
C 4.343 0.650 -1.120
H 3.914 0.611 -2.110
H 5.638 2.292 -1.561
H 6.630 2.345 0.697
H 5.899 0.720 2.401
H 4.163 -0.943 1.856
C 1.239 -0.174 0.920
H 2.048 0.530 1.118
H 0.876 -0.566 1.877
C 0.098 0.558 0.206
H -0.255 1.346 0.869
H 0.477 0.993 -0.720
H 1.166 -3.000 -0.835
H 0.362 -2.703 0.731
H -0.079 -1.136 -1.866
H -2.566 -2.378 2.190
H -2.117 -2.751 0.565
*
```

Here are the natural (NBO) charges for atoms 1 to 2, given in e: atom 1 (N): -0.830, atom 2 (C): 0.674

---

Entry 3:
ORCA calculation (the ωB97M-V functional and the def2-TZVPD basis) on one molecule with the formula C18H25N3O5.

Properties
- Relative energy (zero: lowest compared OMol25 entry of this formula, charge and spin): 413.21 kJ/mol
- HOMO level: -0.302 hartree
- SMILES: CCCCNC(=O)c1ccc(N2CCC3(CC2)OCCO3)c([N+](=O)[O-])c1
- Lowest unoccupied orbital energy: -0.3 eV
- Energy: -33777.1891 eV

```
! RIJCOSX wB97M-V def2-TZVPD def2/J DEFGRID3
* xyz 0 1
C -7.600 -2.013 -0.208
C -6.553 -1.110 -0.850
C -6.612 0.307 -0.281
H -6.380 0.283 0.786
H -7.625 0.697 -0.395
C -5.647 1.270 -0.975
N -4.264 0.927 -0.743
C -3.464 1.644 0.077
O -3.814 2.684 0.604
C -2.090 1.092 0.267
C -1.772 -0.246 0.148
C -0.470 -0.698 0.360
C 0.588 0.204 0.631
N 1.886 -0.187 0.677
C 2.885 0.515 1.446
H 2.405 1.161 2.180
C 3.842 1.303 0.554
H 3.313 2.057 -0.030
H 4.604 1.794 1.160
C 4.520 0.329 -0.419
O 5.331 1.021 -1.357
C 6.682 0.696 -1.112
H 7.146 1.459 -0.473
C 6.586 -0.648 -0.386
H 6.546 -1.480 -1.101
O 5.368 -0.535 0.314
H 7.383 -0.819 0.337
H 7.205 0.645 -2.067
C 3.441 -0.453 -1.183
C 2.459 -1.149 -0.233
H 1.686 -1.616 -0.841
H 2.976 -1.928 0.337
H 2.913 0.255 -1.824
H 3.921 -1.199 -1.817
H 3.470 -0.241 1.982
C 0.216 1.550 0.834
C -1.076 1.974 0.662
H -1.339 3.011 0.807
H 0.973 2.274 1.088
N -0.315 -2.115 0.449
O -1.139 -2.811 -0.121
O 0.589 -2.561 1.133
H -2.522 -1.000 -0.044
H -3.921 0.079 -1.162
H -5.837 1.279 -2.053
H -5.782 2.280 -0.580
H -6.720 -1.073 -1.929
H -5.564 -1.540 -0.678
H -8.600 -1.628 -0.390
H -7.539 -3.019 -0.615
H -7.446 -2.069 0.868
*
```

Here are the natural (NBO) charges for atoms 1 to 2, given in e: atom 1 (C): -0.598, atom 2 (C): -0.397

---

Entry 4:
ORCA calculation (the ωB97M-V functional and the def2-TZVPD basis) on C18H25N4OS5Ti as an isolated structure.

Properties
- Relative energy (zero: lowest compared OMol25 entry of this formula, charge and spin): 0.00 kJ/mol
- HOMO level (alpha / beta): -0.517 / -0.519 hartree
- Lowest unoccupied orbital energy (alpha / beta): -6.4 / -6.3 eV
- Energy: -104360.2022 eV

```
! RIJCOSX wB97M-V def2-TZVPD def2/J DEFGRID3
* xyz 2 2
Ti 0.042 0.709 0.402
C 2.170 -1.976 -1.891
C 2.202 -2.412 -0.449
S 2.124 -0.935 0.571
C 2.796 -1.438 2.117
C 3.105 -0.138 2.823
S 1.709 1.063 2.604
C 2.496 2.494 1.880
C 3.010 2.351 0.459
S 1.631 2.248 -0.697
C 2.605 1.475 -2.030
C 1.723 0.658 -2.963
S 0.849 -0.750 -2.229
H 1.970 -2.860 -2.505
H 3.097 -1.542 -2.229
H 3.182 -2.832 -0.211
H 1.362 -3.084 -0.231
H 3.685 -2.044 1.886
H 2.050 -2.134 2.582
H 4.025 0.238 2.336
H 3.312 -0.177 3.879
H 3.323 2.767 2.534
H 1.774 3.344 1.889
H 3.664 1.469 0.353
H 3.667 3.199 0.227
H 3.404 0.865 -1.585
H 3.028 2.299 -2.626
H 2.218 0.380 -3.894
H 0.846 1.283 -3.282
C -4.181 2.646 -2.017
N -4.087 1.314 -1.444
C -5.118 0.464 -1.111
C -4.601 -0.649 -0.487
N -3.196 -0.452 -0.500
C -2.916 0.778 -1.005
S -1.423 1.446 -1.405
C -2.356 -1.318 0.192
C -2.625 -2.668 0.114
C -1.918 -3.479 0.972
C -1.009 -3.019 1.893
C -0.729 -1.685 1.857
N -1.362 -0.850 0.987
H -5.204 2.979 -2.106
H -3.683 2.719 -2.936
H -3.768 3.351 -1.295
H -6.137 0.712 -1.369
H -5.065 -1.614 -0.260
H -3.350 -3.069 -0.598
H -2.184 -4.500 0.981
H -0.579 -3.710 2.592
H -0.047 -1.206 2.509
O -2.984 2.721 1.674
C -1.851 2.452 1.547
N -0.696 2.111 1.496
*
```

Here are the natural (NBO) charges for atoms 1 to 2, given in e: atom 1 (Ti): 1.012, atom 2 (C): -0.536

---

Entry 5:
ORCA calculation (the ωB97M-V functional and the def2-TZVPD basis) on C18H25N5O2 as an isolated structure.

Properties
- Relative energy (zero: lowest compared OMol25 entry of this formula, charge and spin): 1940.10 kJ/mol
- HOMO level: -0.266 hartree
- Lowest unoccupied orbital energy: 0.3 eV
- Energy: -30597.0643 eV

```
! RIJCOSX wB97M-V def2-TZVPD def2/J DEFGRID3
* xyz 0 1
C -1.981 -1.442 2.801
H -2.848 -1.759 3.118
O -2.018 -0.459 1.615
C -2.769 -1.001 0.478
C -3.302 -2.431 0.208
C -3.999 -2.748 -0.759
C -4.164 -1.895 -1.689
C -3.615 -0.460 -1.839
C -3.005 -0.017 -0.651
N -2.489 1.236 -0.527
C -2.351 2.223 0.716
C -0.919 2.151 0.994
N -0.004 2.393 -0.124
C 1.392 2.870 0.376
C 2.059 1.465 0.610
O 1.976 1.012 1.995
N 2.672 0.660 -0.254
C 3.156 -0.518 -0.150
C 4.523 -0.749 -0.806
N 4.488 -2.129 -0.348
N 3.407 -2.651 0.096
C 2.508 -1.533 0.498
C 1.309 -1.660 1.074
H 1.211 -1.063 2.056
H 1.186 -2.635 1.092
H 0.587 -1.478 0.333
H 5.293 -2.977 -0.688
C 5.498 0.069 -1.508
H 5.152 -0.084 -2.431
H 6.467 -0.605 -1.285
H 5.528 1.035 -1.145
H 2.705 1.278 -1.315
H 1.902 3.295 -0.492
H 1.377 3.335 1.171
C -0.256 1.694 -1.191
C -1.664 2.001 -1.550
H -1.966 2.846 -1.949
H -1.851 1.236 -2.230
H 0.050 0.750 -1.020
H 0.263 2.301 -1.916
H -0.417 0.968 1.546
H -0.820 2.791 2.192
H -2.719 3.011 0.538
H -2.938 1.468 1.534
H -3.836 0.284 -2.597
H -4.405 -2.127 -2.785
H -4.235 -3.779 -0.852
H -3.095 -3.110 1.205
H -1.455 -0.797 3.373
H -1.586 -2.263 2.483
*
```

Here are the natural (NBO) charges for atoms 1 to 2, given in e: atom 1 (C): -0.209, atom 2 (H): 0.173

---

Entry 6:
ORCA calculation (the ωB97M-V functional and the def2-TZVPD basis) on a 7-piece molecular cluster, C18H25N7 overall.

Properties
- HOMO level (alpha / beta): -0.431 / -0.430 hartree
- Lowest unoccupied orbital energy (alpha / beta): -3.4 / -7.6 eV
- Energy: -29490.7250 eV

```
! RIJCOSX wB97M-V def2-TZVPD def2/J DEFGRID3
* xyz 1 2
C 13.444 -0.085 -22.992
C 14.933 0.211 -23.067
N 16.105 0.438 -23.038
H 12.897 0.801 -23.316
H 13.367 -0.495 -21.985
H 13.430 -0.963 -23.638
C 17.809 -3.296 -23.010
C 16.619 -2.871 -23.764
N 15.669 -2.492 -24.332
H 17.827 -4.385 -23.000
H 17.949 -2.799 -22.050
H 18.683 -3.098 -23.631
C 18.735 2.388 -21.210
C 19.924 1.674 -20.755
N 20.867 1.203 -20.327
H 18.758 3.460 -21.018
H 17.819 2.006 -20.758
H 18.689 2.350 -22.298
C 17.736 -3.541 -26.806
C 17.055 -4.828 -26.551
N 16.455 -5.806 -26.290
H 18.802 -3.567 -27.034
H 17.605 -2.781 -26.035
H 17.149 -3.125 -27.624
C 18.476 1.149 -25.476
C 19.076 -0.185 -25.594
N 19.582 -1.234 -25.649
H 18.128 1.238 -24.447
H 17.742 1.363 -26.252
H 19.372 1.764 -25.554
N 20.178 4.217 -28.870
C 20.584 3.921 -30.124
C 19.539 3.166 -30.671
C 18.636 2.820 -29.701
C 18.956 3.640 -28.568
H 20.750 4.692 -28.187
H 21.486 4.418 -30.449
H 19.649 2.683 -31.631
H 17.818 2.119 -29.774
H 18.530 3.843 -27.597
N 22.388 1.624 -29.327
C 22.315 1.503 -27.934
C 23.547 1.442 -27.326
C 24.457 1.456 -28.431
C 23.687 1.498 -29.610
H 21.613 1.587 -29.974
H 21.310 1.387 -27.557
H 23.794 1.420 -26.275
H 25.532 1.408 -28.338
H 23.889 1.489 -30.670
*
```

Here are the natural (NBO) charges for atoms 1 to 2, given in e: atom 1 (C): -0.717, atom 2 (C): 0.353

---

Entry 7:
ORCA calculation (the ωB97M-V functional and the def2-TZVPD basis) on one molecule with the formula C18H25NO3.

Properties
- Relative energy (zero: lowest compared OMol25 entry of this formula, charge and spin): 42.14 kJ/mol
- HOMO level: -0.305 hartree
- SMILES: CCOC(=O)[C@H](C(=O)Nc1cccc(C)c1)C1CCCCC1
- Lowest unoccupied orbital energy: 0.7 eV
- Energy: -26705.9879 eV

```
! RIJCOSX wB97M-V def2-TZVPD def2/J DEFGRID3
* xyz 0 1
C 3.718 3.482 1.055
C 2.331 3.427 0.445
H 2.255 4.062 -0.444
H 1.565 3.749 1.159
O 2.064 2.073 0.068
C 0.929 1.841 -0.569
O 0.138 2.719 -0.844
C 0.719 0.388 -0.950
H 0.575 0.398 -2.041
C -0.635 -0.133 -0.396
O -0.739 -1.193 0.179
N -1.659 0.697 -0.694
C -3.016 0.559 -0.379
C -3.843 1.654 -0.626
C -5.194 1.571 -0.354
C -5.733 0.406 0.163
C -4.919 -0.692 0.413
C -3.562 -0.610 0.138
H -2.921 -1.454 0.330
C -5.503 -1.963 0.954
H -6.278 -1.751 1.686
H -5.954 -2.538 0.145
H -4.734 -2.575 1.417
H -6.790 0.348 0.375
H -5.831 2.422 -0.544
H -3.418 2.564 -1.026
H -1.405 1.610 -1.065
C 1.923 -0.521 -0.640
C 2.111 -0.809 0.852
C 3.370 -1.645 1.067
C 3.272 -2.960 0.302
C 3.061 -2.691 -1.184
C 1.811 -1.844 -1.402
H 0.936 -2.388 -1.045
H 1.680 -1.650 -2.470
H 2.964 -3.635 -1.725
H 3.932 -2.164 -1.585
H 4.179 -3.550 0.450
H 2.428 -3.537 0.685
H 3.500 -1.844 2.133
H 4.244 -1.087 0.721
H 2.192 0.126 1.407
H 1.247 -1.357 1.224
H 2.817 0.004 -0.999
H 4.459 3.153 0.332
H 3.770 2.834 1.925
H 3.943 4.501 1.356
*
```

Here are the natural (NBO) charges for atoms 1 to 2, given in e: atom 1 (C): -0.624, atom 2 (C): -0.071

---

Entry 8:
ORCA calculation (the ωB97M-V functional and the def2-TZVPD basis) on one molecule with the formula C18H25O6.

Properties
- Relative energy (zero: lowest compared OMol25 entry of this formula, charge and spin): 0.00 kJ/mol
- HOMO level (alpha / beta): -0.326 / -0.337 hartree
- Lowest unoccupied orbital energy (alpha / beta): 0.7 / -1.1 eV
- Energy: -31355.0512 eV

```
! RIJCOSX wB97M-V def2-TZVPD def2/J DEFGRID3
* xyz 0 2
C -2.623 -1.487 -0.944
C -1.367 -1.656 -0.074
C -1.670 -1.193 1.388
C -1.991 -2.505 2.131
C -1.447 -3.604 1.269
C -1.083 -3.148 0.079
C -0.150 -0.936 -0.744
C 1.205 -1.087 0.000
C 1.943 0.281 -0.085
C 1.161 1.101 -1.142
C -0.302 0.601 -1.048
C -1.059 1.364 -0.015
C -2.230 2.070 -0.311
O -2.862 2.649 0.582
O -2.638 2.073 -1.628
C -3.808 2.817 -1.748
C 1.836 1.035 1.242
O 1.557 0.445 2.260
O 2.035 2.379 1.163
C 2.001 2.949 2.432
C 3.398 0.085 -0.495
O 4.261 0.819 -0.068
O 3.645 -0.931 -1.367
C 5.013 -0.978 -1.616
H -2.890 -0.438 -1.056
H -2.461 -1.907 -1.935
H -3.474 -2.003 -0.499
H -0.797 -0.701 1.829
H -2.508 -0.485 1.416
H -1.560 -2.533 3.140
H -3.076 -2.629 2.243
H -1.334 -4.627 1.588
H -0.656 -3.753 -0.700
H -0.036 -1.427 -1.724
H 1.067 -1.367 1.046
H 1.822 -1.864 -0.460
H 1.237 2.169 -0.919
H 1.583 0.938 -2.139
H -0.812 0.741 -2.015
H -0.699 1.398 0.994
H -4.092 2.895 -2.800
H -4.594 2.315 -1.181
H -3.630 3.812 -1.331
H 2.411 3.962 2.376
H 0.967 2.975 2.784
H 2.614 2.331 3.095
H 5.257 -1.844 -2.239
H 5.301 -0.051 -2.120
H 5.533 -1.049 -0.656
*
```

Here are the natural (NBO) charges for atoms 1 to 2, given in e: atom 1 (C): -0.610, atom 2 (C): -0.060

---

Entry 9:
ORCA calculation (the ωB97M-V functional and the def2-TZVPD basis) on C18H26BCeF4N3S4 as an isolated structure.

Properties
- Relative energy (zero: lowest compared OMol25 entry of this formula, charge and spin): 40.15 kJ/mol
- HOMO level (alpha / beta): -0.412 / -0.412 hartree
- Lowest unoccupied orbital energy (alpha / beta): -2.7 / -2.6 eV
- Energy: -91379.5189 eV

```
! RIJCOSX wB97M-V def2-TZVPD def2/J DEFGRID3
* xyz 1 2
Ce 0.730 0.897 -0.466
C -2.184 -0.183 -3.626
C -0.909 -0.757 -3.087
C 0.251 -0.800 -3.868
C 1.425 -1.357 -3.389
C 1.475 -1.895 -2.104
C 0.327 -1.889 -1.324
C -0.845 -1.309 -1.809
H -2.668 -0.904 -4.289
H -2.000 0.720 -4.208
H -2.883 0.062 -2.828
H 0.230 -0.374 -4.864
H 2.311 -1.362 -4.010
H 2.392 -2.318 -1.715
H 0.354 -2.286 -0.315
H -1.730 -1.299 -1.179
C 2.152 -3.296 2.713
C 3.107 -2.308 2.054
S 2.512 -0.657 1.663
C 1.786 -0.047 3.185
C 0.330 -0.438 3.517
S -0.804 -0.641 2.127
C -1.552 -2.251 2.414
C -0.671 -3.454 2.771
S 0.740 -3.807 1.720
H 1.802 -2.896 3.666
H 2.741 -4.179 2.968
H 3.496 -2.705 1.115
H 3.973 -2.187 2.708
H 1.853 1.036 3.111
H 2.430 -0.329 4.022
H -0.066 0.322 4.190
H 0.315 -1.374 4.072
H -2.115 -2.467 1.502
H -2.306 -2.158 3.200
H -1.316 -4.334 2.750
H -0.338 -3.391 3.808
C -0.928 4.074 -2.055
C -1.827 3.159 -1.303
N -1.577 1.897 -0.989
C -2.656 1.467 -0.228
C -3.553 2.470 -0.102
N -3.016 3.530 -0.799
H -0.269 3.500 -2.703
H -0.319 4.661 -1.365
H -1.499 4.759 -2.680
H -2.719 0.477 0.190
H -4.498 2.535 0.406
H -3.401 4.457 -0.866
F 1.432 1.729 -2.611
B 2.670 2.048 -1.911
F 2.993 0.801 -1.255
F 2.203 2.864 -0.841
F 3.623 2.541 -2.685
S -1.086 4.383 2.338
C -0.259 3.107 1.827
N 0.340 2.157 1.443
*
```

Here are the natural (NBO) charges for atoms 1 to 2, given in e: atom 1 (Ce): 1.412, atom 2 (C): -0.657

---

> Which of these has the lowest energy?

C18H25N4OS5Ti